No. 1
Here is one molecule with the formula C2H6N2O at a distorted geometry from the OMol25 dataset. Energies are from ωB97M-V/def2-TZVPD.

Each line ends with the Mulliken charge.
Element x y z (Å)
1 N 0.333 -0.155 -1.614  -0.591
2 C 0.932 0.498 -0.399  -0.875
3 C 0.659 -0.190 0.822  0.333
4 N -0.484 -0.379 1.244  -0.368
5 O -1.476 0.068 0.331  -0.402
6 H 0.848 -1.075 -1.831  0.241
7 H -0.629 -0.344 -1.271  0.373
8 H 2.067 0.622 -0.632  0.288
9 H 0.667 1.619 -0.404  0.279
10 H 1.521 -0.496 1.470  0.344
11 H -1.159 1.013 0.070  0.377

E = -7195.9921 eV
Gap between HOMO and LUMO = 10.4 eV
Energy relative to the best compared isomer or geometry (same formula, charge and spin) = 87.53 kcal/mol
F_max = 5.6 eV/A
Lowest unoccupied orbital energy = 0.75 eV
Structure (SMILES) = NC/C=N\O
Highest occupied orbital energy = -9.67 eV

No. 2
Here is one molecule with the formula C22H23N3O5 at a distorted geometry from the OMol25 dataset. Energies are from ωB97M-V/def2-TZVPD.

Each line ends with the Mulliken charge.
Element x y z (Å)
1 C -3.296 -3.258 -0.564  -1.545
2 C -2.293 -2.186 -0.320  0.560
3 C -0.943 -2.270 -0.172  -0.954
4 C -0.450 -0.956 0.079  0.701
5 C 0.922 -0.548 0.270  0.542
6 O 1.282 0.586 0.519  -0.714
7 C 1.959 -1.672 0.127  -1.155
8 N 3.275 -1.122 0.304  0.247
9 C 3.926 -1.115 1.544  0.184
10 O 3.591 -1.750 2.510  -0.655
11 N 5.010 -0.318 1.397  -0.222
12 C 5.031 0.386 0.138  1.922
13 C 4.788 1.907 0.291  -0.980
14 C 5.760 2.560 -0.686  -0.637
15 C 6.979 1.644 -0.628  -0.607
16 C 6.355 0.249 -0.639  -1.187
17 C 3.858 -0.269 -0.588  -0.263
18 O 3.523 -0.098 -1.732  -0.670
19 C -1.554 -0.110 0.084  0.448
20 C -1.604 1.360 0.267  -1.523
21 N -2.657 -0.863 -0.163  0.629
22 C -3.979 -0.375 -0.233  -1.215
23 C -4.699 -0.497 -1.412  -0.180
24 C -6.007 -0.032 -1.515  -1.159
25 C -6.552 0.558 -0.401  1.153
26 C -5.826 0.687 0.787  0.689
27 C -4.539 0.227 0.901  -0.631
28 O -6.600 1.304 1.728  -0.497
29 C -7.839 1.566 1.101  -0.252
30 O -7.797 1.094 -0.230  -0.481
31 H -4.194 -3.087 0.027  0.323
32 H -2.869 -4.219 -0.291  0.408
33 H -3.585 -3.301 -1.614  0.269
34 H -0.364 -3.169 -0.228  0.488
35 H 1.881 -2.119 -0.867  0.364
36 H 1.802 -2.426 0.901  0.498
37 H 5.579 -0.051 2.182  0.279
38 H 5.024 2.197 1.317  0.380
39 H 3.748 2.163 0.094  0.287
40 H 5.337 2.544 -1.690  0.280
41 H 5.988 3.589 -0.415  0.397
42 H 7.527 1.808 0.302  0.271
43 H 7.661 1.796 -1.462  0.399
44 H 6.126 -0.044 -1.665  0.346
45 H 6.994 -0.511 -0.192  0.331
46 H -0.658 1.788 -0.053  0.458
47 H -1.737 1.615 1.319  0.283
48 H -2.424 1.795 -0.301  0.333
49 H -4.229 -0.952 -2.270  0.581
50 H -6.569 -0.125 -2.428  0.419
51 H -3.985 0.316 1.820  0.564
52 H -8.645 1.053 1.649  0.247
53 H -8.031 2.650 1.102  0.250

E = -37896.6336 eV
Gap between HOMO and LUMO = 8.8 eV
Energy relative to the best compared isomer or geometry (same formula, charge and spin) = 14.33 kcal/mol
F_max = 1.3 eV/A
Lowest unoccupied orbital energy = 0.62 eV
Structure (SMILES) = Cc1cc(C(=O)CN2C(=O)NC3(CCCC3)C2=O)c(C)n1-c1ccc2c(c1)OCO2
Highest occupied orbital energy = -8.17 eV

No. 3
Here is one molecule with the formula C10H14N2O at a distorted geometry from the OMol25 dataset. Energies are from ωB97M-V/def2-TZVPD.

Each line ends with the Mulliken charge.
Element x y z (Å)
1 C -1.077 2.491 -0.734  -1.143
2 C -1.199 1.139 -0.846  -0.279
3 C -0.817 0.093 0.228  0.943
4 O -1.212 0.535 1.574  -0.599
5 C 0.766 -0.042 0.203  -0.320
6 C 1.286 -0.686 -0.916  -0.277
7 C 2.689 -0.647 -1.108  -0.577
8 C 3.529 -0.068 -0.232  -0.506
9 C 2.996 0.645 0.856  -0.450
10 C 1.597 0.683 1.042  -0.373
11 N -1.380 -1.193 -0.089  0.236
12 C -2.883 -1.090 -0.380  -1.141
13 N -1.011 -2.209 0.822  -0.764
14 H -1.263 3.085 -1.527  0.386
15 H -0.766 2.936 0.237  0.221
16 H -1.648 0.562 -1.636  0.510
17 H -1.841 1.248 1.597  0.380
18 H 0.696 -1.201 -1.634  0.442
19 H 3.003 -1.201 -1.984  0.333
20 H 4.567 -0.166 -0.314  0.462
21 H 3.618 1.081 1.691  0.291
22 H 1.306 1.185 1.969  0.338
23 H -3.114 -0.081 -0.543  0.525
24 H -3.185 -1.468 -1.326  0.351
25 H -3.353 -1.589 0.435  0.310
26 H 0.057 -2.241 0.925  0.359
27 H -1.362 -1.799 1.692  0.341

E = -15621.7299 eV
Gap between HOMO and LUMO = 9.4 eV
Energy relative to the best compared isomer or geometry (same formula, charge and spin) = 82.33 kcal/mol
F_max = 5.0 eV/A
Lowest unoccupied orbital energy = 0.78 eV
Structure (SMILES) = C=C[C@](O)(c1ccccc1)N(C)N
Highest occupied orbital energy = -8.62 eV

No. 4
Here is one molecule with the formula C6H6O from the OMol25 dataset. Energies are from ωB97M-V/def2-TZVPD.

Each line ends with the Mulliken charge.
Element x y z (Å)
1 C 2.940 -0.503 0.908  0.053
2 C 1.796 -0.248 0.629  -0.522
3 C 0.430 -0.018 0.290  0.319
4 C -0.316 1.063 0.510  -0.491
5 C -1.713 0.814 0.024  -0.386
6 O -1.674 -0.463 -0.590  -0.377
7 C -0.418 -1.079 -0.373  -0.407
8 H 3.952 -0.731 1.160  0.410
9 H 0.003 1.981 0.988  0.425
10 H -2.434 0.820 0.857  0.228
11 H -2.051 1.560 -0.708  0.254
12 H 0.005 -1.412 -1.330  0.258
13 H -0.524 -1.962 0.275  0.237

E = -8363.8597 eV
Gap between HOMO and LUMO = 10.0 eV
Energy relative to the best compared isomer or geometry (same formula, charge and spin) = 61.03 kcal/mol
F_max = 0.5 eV/A
Lowest unoccupied orbital energy = 0.97 eV
Structure (SMILES) = C#CC1=CCOC1
Highest occupied orbital energy = -8.98 eV